{"formula": "H8KNO7", "method": "the ωB97M-V functional and the def2-TZVPD basis", "energy_ev": -32275.0941, "e_lumo_ev": -0.9, "multiplicity": 1, "homo_lumo_gap_ev": 6.267, "de_lowest_kj_mol": 0.0, "elements": ["K", "N", "O", "O", "O", "O", "H", "H", "O", "H", "H", "O", "H", "H", "O", "H", "H"], "coordinates": [[-18.190, 6.524, 10.372], [-20.407, 3.738, 11.440], [-20.590, 2.558, 11.139], [-20.364, 4.105, 12.628], [-20.173, 4.588, 10.535], [-15.773, 4.871, 10.228], [-14.999, 5.412, 10.416], [-15.613, 4.496, 9.357], [-20.527, 8.006, 9.894], [-21.161, 8.355, 10.528], [-20.459, 8.676, 9.207], [-18.153, 5.631, 7.762], [-17.603, 5.033, 7.248], [-19.039, 5.487, 7.413], [-16.511, 8.322, 11.649], [-15.734, 8.264, 12.213], [-16.283, 8.972, 10.976]], "atomic_forces_ev_per_a": [[-0.5, -0.7, 0.2], [0.8, -0.2, 0.4], [-0.3, 0.0, -0.1], [-0.2, 0.1, 0.0], [0.1, 0.5, -0.5], [-0.1, 0.3, 0.0], [0.1, -0.1, 0.0], [0.0, -0.1, 0.0], [0.3, 0.2, -0.1], [-0.1, -0.1, 0.0], [-0.1, 0.0, 0.0], [0.1, 0.2, -0.2], [0.0, 0.0, 0.0], [-0.1, -0.1, 0.2], [0.1, 0.0, -0.2], [0.0, 0.0, 0.1], [0.0, 0.1, 0.1]]}